The following is a quantum chemistry calculation of C70H88Ge2MnN4S5SbSi3 as an isolated structure in a non-equilibrium geometry, from the OMol25 dataset.

Each line ends with the Mulliken charge.
Atoms and positions in Å:
Sb  -1.819  -3.527  -0.683  -2.00
Ge  2.048  0.643  -0.853  -0.76
Ge  -0.098  2.598  -0.710  -0.51
Mn  -1.473  -0.993  -0.366  0.13
S  -1.785  1.234  -0.838  -0.22
S  1.304  2.097  -2.407  0.32
S  0.819  -1.198  -0.844  -0.23
S  1.402  1.966  0.845  1.06
S  -3.760  -1.017  -0.605  -0.46
Si  -0.822  -4.813  -2.681  0.81
Si  -0.776  -4.854  1.287  0.86
Si  -4.154  -4.601  -0.931  0.75
N  -3.279  -1.220  2.117  0.20
N  -5.462  -0.868  1.326  -1.28
N  -1.996  -1.211  1.807  1.66
N  -5.901  -0.906  2.646  0.29
C  -0.811  6.794  -1.243  -0.42
C  2.088  -1.268  -5.456  0.33
C  -3.547  1.293  4.699  -1.11
C  2.433  6.336  -1.476  -1.69
C  0.201  4.194  3.034  -1.59
C  4.645  1.351  3.749  -0.89
C  -0.936  -1.385  5.378  -0.77
C  4.502  3.445  2.614  -0.68
C  0.106  -0.739  2.890  0.61
C  3.728  -0.559  -3.317  0.60
C  -1.560  7.127  -0.139  -1.00
C  4.944  -0.819  2.495  -1.91
C  0.642  4.703  -5.010  -1.12
C  4.703  1.418  1.348  0.64
C  -1.454  4.835  0.627  -0.42
C  2.521  5.659  -3.894  -1.07
C  -1.162  3.585  2.799  0.42
C  4.609  2.814  1.382  0.91
C  4.072  1.761  -4.282  -1.40
C  -5.623  -4.001  0.021  -1.04
C  -3.215  3.325  1.530  1.18
C  3.307  -1.880  -3.450  0.35
C  4.390  3.444  5.132  -1.59
C  1.954  5.150  -5.058  0.80
C  4.573  3.631  0.115  -1.49
C  -4.897  -3.950  4.493  -0.30
C  1.163  -1.632  -6.592  -1.58
C  4.973  0.717  0.054  -0.55
C  -1.928  3.875  1.673  0.18
C  -0.115  4.772  -3.841  0.98
C  6.334  0.448  -0.123  -0.33
C  -1.689  2.724  3.766  -1.04
C  2.479  -2.215  -4.519  -0.57
C  2.598  0.022  -5.349  -0.77
C  2.736  5.126  -6.349  -1.71
C  -4.074  3.655  0.334  -1.64
C  4.511  2.731  3.808  0.72
C  -4.184  -1.061  1.126  0.47
C  0.859  -4.085  1.707  -0.36
C  -1.239  -4.005  -4.314  -0.87
C  -0.536  -6.663  0.882  -1.26
C  -0.658  4.485  -0.503  0.70
C  -5.834  -2.360  6.011  -0.56
C  -4.495  -4.354  -2.751  -0.96
C  -1.216  -1.172  2.979  -0.09
C  3.441  0.390  -4.306  1.07
C  4.749  0.681  2.532  0.79
C  -2.955  2.176  3.640  1.09
C  1.003  -4.709  -2.388  -0.50
C  -2.003  -4.743  2.672  -0.27
C  3.774  -2.907  -2.445  -1.75
C  -1.525  4.231  -3.826  -1.66
C  6.824  -0.122  -1.279  -0.94
C  -5.271  -3.613  5.791  -0.92
C  4.043  0.368  -0.960  -0.19
C  0.363  -0.897  5.289  -1.03
C  -6.012  -1.468  4.965  -0.78
C  -3.697  2.481  2.505  -0.38
C  4.576  -0.200  -2.144  0.06
C  -1.874  6.157  0.788  -0.24
C  -5.069  -3.069  3.437  0.90
C  -1.234  -6.632  -2.821  -1.23
C  -5.632  -1.805  3.657  0.62
C  5.940  -0.431  -2.291  0.02
C  -3.974  -6.416  -0.526  -1.08
C  0.871  -0.578  4.034  -0.71
C  1.797  5.749  -2.712  1.39
C  -1.724  -1.518  4.243  0.13
C  0.469  5.306  -2.690  0.43
C  -0.344  5.497  -1.443  -0.37
H  -2.355  -3.715  2.812  -0.25
H  -2.178  4.820  -3.184  0.33
H  -2.470  6.403  1.659  0.50
H  3.537  3.748  -0.223  -0.19
H  -2.044  -4.537  -4.825  0.50
H  -1.353  -1.649  6.343  0.41
H  -4.317  4.721  0.302  0.34
H  3.941  2.245  -5.249  0.51
H  1.865  -0.172  3.940  0.52
H  -3.565  3.404  -0.597  0.20
H  -4.756  -3.343  2.439  -0.32
H  4.377  -1.278  1.683  0.26
H  0.308  -6.821  0.199  0.25
H  0.851  -3.023  1.465  -0.41
H  -0.351  -4.021  -4.955  0.08
H  3.513  6.415  -1.599  0.42
H  -5.558  -4.499  -2.970  0.51
H  4.671  0.777  4.673  0.32
H  4.259  2.735  5.950  0.38
H  0.297  -0.968  -6.617  0.33
H  -2.257  -6.819  -3.167  0.29
H  -1.943  4.218  -4.833  0.53
H  5.281  4.042  5.340  0.33
H  2.039  7.335  -1.270  0.39
H  -4.451  -4.921  4.298  0.37
H  3.588  -3.917  -2.800  0.57
H  1.666  -4.549  1.127  0.37
H  -1.551  -5.078  3.614  0.50
H  7.885  -0.311  -1.395  0.43
H  1.297  -5.371  -1.561  0.26
H  -1.434  -7.100  0.437  0.31
H  6.296  -0.860  -3.223  0.50
H  4.397  4.528  2.642  0.38
H  -4.682  2.037  2.380  0.28
H  0.196  4.776  3.961  0.62
H  1.279  -3.688  -2.115  -0.29
H  2.129  -3.238  -4.622  0.35
H  -4.231  -3.328  -3.026  0.23
H  -4.454  1.746  5.112  0.47
H  3.776  4.847  -6.178  0.37
H  -3.913  -5.037  -3.376  0.22
H  -0.326  -7.202  1.817  0.44
H  1.082  -4.184  2.776  0.46
H  -2.741  -1.880  4.323  -0.15
H  5.997  -1.071  2.333  0.38
H  2.339  0.764  -6.101  0.42
H  -3.062  -6.852  -0.934  0.14
H  2.229  5.725  -0.593  0.16
H  -3.966  -6.553  0.562  0.27
H  -6.517  -4.301  -0.542  0.57
H  5.141  1.696  -4.067  0.28
H  -0.539  -7.054  -3.562  0.41
H  -6.117  -2.061  7.015  0.35
H  5.125  3.158  -0.697  0.40
H  -1.911  8.144  -0.005  0.38
H  3.533  4.121  5.133  0.34
H  1.671  -1.546  -7.556  0.37
H  1.565  -5.006  -3.281  0.52
H  0.963  -0.753  6.182  0.34
H  0.956  3.413  3.134  0.09
H  -1.082  -7.162  -1.876  0.29
H  3.622  2.406  -3.523  0.11
H  3.258  -2.777  -1.487  0.18
H  4.635  -1.282  3.429  0.43
H  4.990  4.626  0.286  0.58
H  -1.544  -2.963  -4.191  0.29
H  0.800  -2.657  -6.494  0.33
H  -1.542  3.201  -3.450  0.19
H  -5.003  3.086  0.366  0.43
H  0.509  4.852  2.223  0.22
H  -5.641  -2.914  0.134  0.26
H  -0.567  7.547  -1.984  0.52
H  -4.832  -6.968  -0.934  0.46
H  -3.819  0.325  4.277  -0.16
H  -6.435  -0.484  5.152  0.31
H  -2.846  1.125  5.513  0.26
H  0.189  4.281  -5.904  0.33
H  -6.576  -0.195  2.841  0.31
H  3.557  5.992  -3.907  0.31
H  2.304  4.421  -7.062  0.36
H  -1.086  2.479  4.638  0.26
H  2.739  6.113  -6.818  0.39
H  -2.872  -5.378  2.453  0.18
H  7.014  0.720  0.679  0.54
H  -5.129  -4.310  6.609  0.39
H  0.502  -0.466  1.923  -1.06
H  -5.674  -4.451  1.018  0.25
H  4.843  -2.805  -2.252  0.49

Properties
- expectation value of S² = 8.960
- orbital gap (alpha / beta) (eV) = 4.945 / 6.535
- net charge = -1
- lowest unoccupied orbital energy (alpha / beta) (eV) = 1.13 / 2.16
- multiplicity = 6